(1)
Formula: C3H6OS2
Source: the OMol25 dataset
Level of theory: ωB97M-V/def2-TZVPD

## Properties
Highest occupied orbital energy in eV: -8.5
Calculated total energy in hartree: -989.37226
Kohn-Sham gap in eV: 8.9
LUMO level in eV: 0.398

```
! wB97M-V def2-TZVPD RIJCOSX def2/J DEFGRID3
* xyz 0 1
C -2.38794 0.09464 0.01952
C 0.02463 0.72548 -0.14329
C 2.30208 -0.61763 0.04915
H -1.96446 -0.99147 0.58037
H -3.34117 0.63884 0.63608
H -2.90006 -0.20341 -1.12685
H 2.78945 -0.33396 -0.93631
H 2.88984 -1.54584 0.54386
H 2.27620 0.45287 0.88816
O -1.29899 0.97707 -0.12987
S 1.19699 1.84834 -0.14401
S 0.41341 -1.04492 -0.23681
*
```


(2)
Formula: C10H15NO
Source: the OMol25 dataset
Level of theory: ωB97M-V/def2-TZVPD

## Properties
Highest occupied orbital energy in eV: -9.2
SMILES string: Cc1ccccc1.CCC(N)=O
Calculated total energy in hartree: -520.05847
Kohn-Sham gap in eV: 10.0
LUMO level in eV: 0.836

```
! wB97M-V def2-TZVPD RIJCOSX def2/J DEFGRID3
* xyz 0 1
C -0.84900 1.50137 -1.43586
C 0.14812 1.47811 -0.32067
C -0.21699 1.88831 0.94949
C 0.72972 2.09911 1.96188
C 2.05817 1.82159 1.74198
C 2.42101 1.33640 0.48485
C 1.51547 1.24139 -0.55041
H -0.74326 2.35602 -2.10056
H -1.86398 1.43100 -1.04379
H -0.77487 0.64209 -2.11275
H -1.25401 2.12045 1.16762
H 0.29944 2.52847 2.85756
H 2.80190 1.87475 2.52418
H 3.46363 1.09878 0.30422
H 1.84137 0.97484 -1.55034
C -0.40849 -2.58146 -2.24821
C -0.05938 -2.24345 -0.82474
C -1.25945 -1.87071 0.00242
N -0.96290 -1.65771 1.31330
O -2.39073 -1.83248 -0.42998
H -0.70259 -1.71046 -2.84099
H -1.27035 -3.24225 -2.32560
H 0.37536 -3.06862 -2.82564
H 0.38096 -3.10350 -0.30487
H 0.74842 -1.50700 -0.78948
H -1.65441 -1.51913 2.02721
H -0.00228 -1.53179 1.58760
*
```


(3)
Formula: C6H26N2O5
Source: the OMol25 dataset
Level of theory: ωB97M-V/def2-TZVPD

## Properties
Highest occupied orbital energy in eV: -8.4
SMILES string: CCN(C)C[C@@H](C)N.O.O.O.O.O
Calculated total energy in hartree: -729.81000
Kohn-Sham gap in eV: 8.8
LUMO level in eV: 0.451

```
! wB97M-V def2-TZVPD RIJCOSX def2/J DEFGRID3
* xyz 0 1
C -0.21994 2.12788 -2.74572
C 1.15836 1.59471 -2.18616
N 1.38011 1.86518 -0.74719
C 2.84798 2.05451 -0.54546
C 0.88640 0.75245 0.02418
C 1.47022 -0.74455 0.01702
C 2.70808 -0.80768 0.94546
N 0.40733 -1.46120 0.70893
H -0.84407 2.50104 -1.88918
H -0.73428 1.33626 -3.27097
H -0.17250 2.99130 -3.42034
H 1.12597 0.48044 -2.31344
H 1.89854 2.17904 -2.74336
H 3.38955 1.18066 -0.94268
H 3.19946 2.93220 -1.10620
H 3.13076 2.09449 0.51594
H 0.62246 0.99231 1.10111
H -0.17729 0.65059 -0.31159
H 1.82943 -1.19807 -0.90127
H 3.03277 -1.78847 1.30122
H 3.46695 -0.28003 0.36022
H 2.76295 -0.20378 1.87966
H 0.26744 -2.44428 0.80192
H 0.23679 -0.89505 1.52005
O -1.55057 2.91652 0.20858
H -2.15480 3.27835 0.86647
H -0.69845 3.16702 0.58644
O -3.12786 0.92904 1.04348
H -3.75710 0.30316 0.67152
H -3.10835 1.73486 0.50580
O -0.31573 -2.41785 3.24872
H -0.51199 -3.29394 2.90622
H -1.05937 -2.08212 3.75554
O -2.52750 -1.52622 -0.96397
H -1.75966 -0.94717 -0.90475
H -2.16307 -2.37545 -0.71759
O -1.33135 -4.24622 0.20552
H -1.91589 -3.77639 -0.38658
H -0.43730 -4.30224 -0.14026
*
```


(4)
Formula: C11H20N3P2Zr
Source: the OMol25 dataset
Level of theory: ωB97M-V/def2-TZVPD

## Properties
Highest occupied orbital energy in eV: -10.8
Calculated total energy in hartree: -1324.74723
Kohn-Sham gap in eV: 6.7
LUMO level in eV: -4.062

```
! wB97M-V def2-TZVPD RIJCOSX def2/J DEFGRID3
* xyz 1 1
C 0.58171 0.90861 -3.41694
C 0.13648 0.33022 -4.59979
C -0.29562 -1.01324 -4.78445
C -0.35497 -1.99078 -3.75635
C 0.00825 -1.81180 -2.42220
Zr -0.91763 0.08129 -2.13506
P -0.10106 2.58403 -1.18048
H 1.17665 1.82299 -3.45357
H 0.15900 0.92882 -5.51557
H -0.49974 -1.32589 -5.80890
H 0.28399 -2.63639 -1.77270
H -0.67977 -2.98586 -4.08503
H -0.89549 3.48007 -0.39425
H 0.20907 3.57362 -2.14527
H 1.13460 2.79270 -0.49786
C 1.19802 -0.67791 3.18852
N 1.24116 0.59909 2.42920
C 0.00310 1.38086 2.67821
N -1.23912 0.58942 2.44837
C -1.18729 -0.71159 3.17394
N 0.01793 -1.51581 2.83774
C 0.03524 -1.94197 1.41087
P -0.01696 -0.47984 0.24819
C 1.47983 0.34398 1.00821
C -1.51508 0.35932 1.03032
H 1.11262 -0.43732 4.26262
H 2.11208 -1.25298 2.96634
H -0.00748 2.28663 2.04516
H 0.00642 1.65666 3.74391
H -2.08612 -1.29537 2.91275
H -1.13516 -0.49306 4.25470
H 0.95583 -2.51808 1.21968
H -0.83652 -2.58569 1.21906
H 1.74126 1.28427 0.51533
H 2.33889 -0.33663 0.89023
H -2.38506 -0.30990 0.92390
H -1.77909 1.31748 0.56119
*
```


(5)
Formula: C11H13PS
Source: the OMol25 dataset
Level of theory: ωB97M-V/def2-TZVPD

## Properties
Highest occupied orbital energy (alpha / beta) in eV: -7.3 / -7.2
Calculated total energy in hartree: -1166.23968
Kohn-Sham gap (alpha / beta) in eV: 6.5 / 6.7
LUMO level (alpha / beta) in eV: -0.764 / -0.524

```
! wB97M-V def2-TZVPD RIJCOSX def2/J DEFGRID3
* xyz 0 1
C 3.85950 -0.20498 0.98655
C 2.86920 0.82123 1.03603
C 3.94415 -1.01224 -0.15349
C 1.87976 1.03725 0.13258
C 0.77952 1.79730 0.18016
C -0.81109 -0.34424 0.09414
C -2.09397 -0.14642 0.24326
C 3.04082 -0.75309 -1.33960
C 1.71873 -0.05595 -0.96978
C -3.12536 -0.97573 -0.47392
C -2.85321 0.98313 1.02007
P 0.04034 3.23888 -0.03331
S 0.43628 -1.33654 -0.44421
H 4.52401 -0.34931 1.83127
H 3.21114 1.68268 1.62364
H 4.71051 -1.75693 -0.33149
H 3.47032 -0.27344 -2.31799
H 2.80120 -1.76788 -1.68542
H 1.18188 0.40681 -1.75302
H -2.84030 -2.01794 -0.66134
H -4.01118 -1.15022 0.13492
H -3.43101 -0.49210 -1.43872
H -3.74444 0.50662 1.41204
H -2.06677 1.34686 1.77278
H -3.25367 1.78164 0.33112
H -1.28325 2.64107 -0.07327
*
```


(6)
Formula: C25H68O9
Source: the OMol25 dataset
Level of theory: ωB97M-V/def2-TZVPD

## Properties
Highest occupied orbital energy in eV: -9.6
SMILES string: CC(C)O.CC(C)O.CC(C)O.CC(C)O.CC(C)O.CC(C)O.CC(C)O.CC(C)O.CO
Calculated total energy in hartree: -1670.10636
Kohn-Sham gap in eV: 10.0
LUMO level in eV: 0.370

```
! wB97M-V def2-TZVPD RIJCOSX def2/J DEFGRID3
* xyz 0 1
C 3.60482 0.33922 3.75847
C 2.61082 0.68322 2.67847
C 1.90182 -0.56278 2.13147
O 1.80582 1.56422 3.10047
H 4.51782 0.91322 3.91947
H 3.90382 -0.67378 3.48947
H 3.13382 0.35022 4.75747
H 3.14482 1.09422 1.80247
H 1.30882 -1.02778 2.95147
H 2.69082 -1.28078 1.73547
H 1.23982 -0.32578 1.23747
H 1.32182 2.02322 2.40247
C 4.02282 0.03622 -2.33453
C 2.87782 0.00522 -1.36553
C 2.40382 1.42522 -1.18953
O 1.92982 -0.59678 -1.88053
H 3.79182 0.67222 -3.21753
H 4.38982 -0.96778 -2.61253
H 4.85282 0.41922 -1.76153
H 3.21182 -0.37878 -0.42353
H 2.14482 1.91322 -2.10953
H 3.13982 2.05322 -0.68853
H 1.52282 1.39522 -0.58853
H 2.14782 -1.48378 -2.29853
C -1.26418 0.26122 -0.12853
C -1.36618 -0.17378 -1.55353
C -2.82918 0.13222 -2.07453
O -0.54418 0.34922 -2.35753
H -1.48118 -0.63578 0.52547
H -1.83118 1.15022 0.18647
H -0.24218 0.63222 0.10547
H -1.20818 -1.27078 -1.66553
H -3.17718 1.04222 -1.71053
H -3.55918 -0.60978 -1.82853
H -2.80518 0.19122 -3.15053
H 0.31082 0.16922 -2.00753
C -1.89818 3.87122 -0.87653
C -0.75018 3.87222 -1.90553
C -1.01018 4.76122 -3.15053
O 0.39982 4.23522 -1.46753
H -2.67418 3.32222 -1.27953
H -2.14618 4.86922 -0.51753
H -1.55318 3.43422 0.03247
H -0.71918 2.94022 -2.38653
H -1.87718 4.29722 -3.71153
H -0.19418 4.91622 -3.85753
H -1.19518 5.83322 -2.84353
H 0.61582 3.46822 -0.96453
C -0.75718 3.15422 5.26047
C -1.04518 1.68022 4.77647
C -1.45418 1.73122 3.32747
O -0.09918 0.87122 4.89547
H -0.51018 3.09822 6.32047
H -1.59718 3.80922 5.32447
H -0.00118 3.67422 4.66947
H -1.94718 1.31422 5.24347
H -0.67018 1.95922 2.57147
H -2.18118 2.56222 3.12547
H -1.80218 0.79222 2.88647
H 0.67782 1.19622 4.48047
C -1.86018 -2.15378 3.06047
C -1.19718 -2.32178 4.37947
C -2.29318 -2.16478 5.42447
O -0.73918 -3.47378 4.56947
H -2.30918 -1.17878 2.95247
H -2.61718 -2.89278 2.81847
H -1.08018 -2.21778 2.23147
H -0.47318 -1.54278 4.42447
H -2.76418 -1.21278 5.45947
H -2.03018 -2.21778 6.46647
H -3.03718 -2.90478 5.29747
H -0.18618 -3.32678 5.38147
C -2.65318 -1.42778 -6.03753
C -1.50918 -1.95678 -5.11753
C -1.99218 -2.81378 -3.96753
O -0.67818 -2.77278 -5.60253
H -2.23118 -0.91878 -6.89853
H -3.45818 -0.74678 -5.59753
H -3.14618 -2.21678 -6.59853
H -1.08618 -0.98778 -4.74453
H -2.67018 -3.54778 -4.28353
H -2.47918 -2.21178 -3.22753
H -1.15718 -3.37678 -3.50053
H -0.44118 -2.35878 -6.43753
C 1.37082 -4.08478 1.99947
C 0.86982 -4.19278 0.57047
C 0.85282 -2.82278 -0.17853
O 1.40882 -5.10178 -0.07753
H 1.22082 -5.04978 2.58247
H 0.91182 -3.20578 2.54747
H 2.40582 -3.79978 1.98447
H -0.20918 -4.39678 0.59547
H 0.43282 -2.08878 0.44747
H 0.27082 -2.90778 -1.09953
H 1.88982 -2.54378 -0.38453
H 0.92382 -5.90878 0.15347
C 1.29582 2.10822 -4.69053
O 1.96182 3.33222 -4.85453
H 1.92082 1.27722 -4.67653
H 0.51382 2.08522 -5.35653
H 0.93282 1.93922 -3.73353
H 1.88082 3.81622 -4.06953
*
```


(7)
Formula: C6H15NO
Source: the OMol25 dataset
Level of theory: ωB97M-V/def2-TZVPD

## Properties
Highest occupied orbital energy in eV: -8.4
Calculated total energy in hartree: -367.51294
Kohn-Sham gap in eV: 9.2
LUMO level in eV: 0.807

```
! wB97M-V def2-TZVPD RIJCOSX def2/J DEFGRID3
* xyz 0 1
C -0.98144 0.72536 0.02241
C -2.17270 1.28917 0.79223
C -1.40143 -0.06697 -1.21501
C -0.33112 -0.50592 1.20375
C -0.51616 -1.82184 1.13380
O -0.06748 1.66190 -0.24288
H 1.08781 1.18853 -0.23296
H -0.21298 -0.05981 2.19121
H -2.87125 0.50476 1.07352
H -2.67974 2.01737 0.15789
H -1.82436 1.80217 1.68629
H -2.16805 -0.80275 -0.98285
H -1.79312 0.63542 -1.95340
H -0.54110 -0.57128 -1.65357
H -0.63670 -2.33126 0.18512
H -0.46770 -2.47059 2.00161
C 2.68394 -0.41106 -1.10654
N 2.11519 0.38664 -0.01933
H 1.50242 -0.21707 0.65035
H 2.82360 0.89951 0.49544
H 3.11179 0.24637 -1.86359
H 1.88793 -0.99317 -1.56836
H 3.45263 -1.10548 -0.75514
*
```


(8)
Formula: C2H4O3
Source: the OMol25 dataset
Level of theory: ωB97M-V/def2-TZVPD

## Properties
Highest occupied orbital energy in eV: -10.9
SMILES string: O=C(O)CO
Calculated total energy in hartree: -304.32912
Kohn-Sham gap in eV: 11.3
LUMO level in eV: 0.428

```
! wB97M-V def2-TZVPD RIJCOSX def2/J DEFGRID3
* xyz 0 1
O 0.44139 1.35965 0.03065
C 0.52581 0.16184 -0.00268
O 1.70214 -0.48540 -0.04054
C -0.67990 -0.74644 0.07179
O -1.87912 -0.02111 -0.05725
H 1.65171 -1.42606 -0.07232
H -0.59264 -1.31849 1.01449
H -0.65767 -1.50062 -0.74887
H -1.59215 0.92773 -0.07075
*
```


(9)
Formula: C3H8OS2
Source: the OMol25 dataset
Level of theory: ωB97M-V/def2-TZVPD

## Properties
Highest occupied orbital energy in eV: -9.0
SMILES string: CC=O.CSS
Calculated total energy in hartree: -990.69769
Kohn-Sham gap in eV: 9.7
LUMO level in eV: 0.678

```
! wB97M-V def2-TZVPD RIJCOSX def2/J DEFGRID3
* xyz 0 1
C 0.94076 1.76400 -0.87518
C 1.03617 0.62317 -1.85618
O 0.07240 0.14806 -2.40317
H 1.69246 1.65928 -0.09231
H 1.13752 2.68713 -1.42129
H -0.06432 1.75896 -0.45907
H 2.05284 0.27392 -2.11742
C -0.94072 -0.94581 2.26418
S -0.08736 -2.06050 1.10228
S -1.46661 -2.29119 -0.40110
H -0.73531 -1.29801 3.27465
H -0.61797 0.08616 2.15486
H -2.00698 -1.05132 2.08085
H -1.01288 -1.35383 -1.25111
*
```


(10)
Formula: C35H36ClN3O7P
Source: the OMol25 dataset
Level of theory: ωB97M-V/def2-TZVPD

## Properties
Highest occupied orbital energy in eV: -4.9
Calculated total energy in hartree: -2846.71486
Kohn-Sham gap in eV: 5.6
LUMO level in eV: 0.763

```
! wB97M-V def2-TZVPD RIJCOSX def2/J DEFGRID3
* xyz -1 1
C -1.25054 -5.88967 5.01263
C -1.46812 -4.36801 4.41148
C -2.76248 -3.52748 5.05249
C -3.08166 -2.02598 4.47563
C -2.11418 -1.37849 3.27542
C -0.80277 -2.14127 2.64754
C 0.19344 -1.56867 1.47829
C 0.65447 0.00763 1.68864
Cl 1.72524 -0.16165 3.23775
O -0.46847 0.99173 1.78026
P -1.08717 1.39307 0.16395
C -2.01835 1.92654 -1.42291
C -2.63860 0.67906 -2.30208
O -3.60928 -0.15816 -1.57359
C -0.88130 3.21054 0.82737
C -1.77209 3.54096 2.20367
C -1.59242 5.05394 2.83415
C -0.57654 6.16403 2.12106
C 0.24093 5.80839 0.74381
C 0.08722 4.31283 0.08957
O 0.52985 1.27800 -0.56286
C 1.49122 0.59277 0.36387
C 2.85734 1.49399 0.67593
C 4.26645 1.00518 -0.05211
C 5.51801 2.04776 0.33086
C 5.12368 3.28986 1.30744
N 3.83809 3.65542 1.96776
C 2.67716 2.76868 1.66907
C -0.49966 -3.67143 3.25098
H -0.66332 -6.50940 4.19932
H -0.76317 -5.92629 6.07586
H -2.34067 -6.37457 5.05333
H -3.45789 -3.96573 5.88530
H -4.00371 -1.40440 4.88338
H -2.43162 -0.31855 2.89449
H 1.20195 -2.20179 1.56393
H -0.23276 -1.79141 0.40429
H -2.42062 1.21553 0.75356
H -1.22326 0.03925 -0.30965
H -2.94112 2.60914 -1.11530
H -1.34602 2.60048 -2.13399
H -1.73834 0.08364 -2.76576
H -3.24013 1.16975 -3.20419
H -3.37017 -0.25105 -0.60056
H -2.48832 2.72367 2.68730
H -2.20443 5.30555 3.81058
H -0.44433 7.22804 2.61824
H 0.95429 6.59666 0.24222
H 0.68635 4.02098 -0.89762
H 1.87322 -0.28117 -0.32335
H 4.38041 0.06853 -0.74304
H 6.60679 1.90183 -0.11397
H 6.02974 4.03770 1.53196
H 1.61314 3.00106 2.11955
H 0.41364 -4.32416 2.85240
C 1.76894 4.65999 -6.62816
C 1.72713 5.72817 -5.73073
C 0.69633 5.81441 -4.79296
C -0.28936 4.81838 -4.75960
C -0.25409 3.74902 -5.66441
C 0.78016 3.67505 -6.59957
N -1.36135 4.88984 -3.75949
O -1.36853 5.86142 -2.98899
O -2.19501 3.97295 -3.74005
H 2.57778 4.59406 -7.35385
H 2.50055 6.49270 -5.76020
H 0.67795 6.65309 -4.10041
H -1.01534 2.97177 -5.65288
H 0.81803 2.84724 -7.30422
C -0.85773 -8.63821 -0.86280
C -0.51132 -8.38376 0.46513
C 0.32503 -7.31009 0.77680
C 0.80728 -6.49118 -0.25353
C 0.46733 -6.74896 -1.58824
C -0.36754 -7.82733 -1.88788
N 1.66622 -5.34575 0.07003
O 1.95977 -5.16217 1.26075
O 2.04510 -4.62578 -0.86492
H -1.51470 -9.47317 -1.10036
H -0.89616 -9.02113 1.25836
H 0.58563 -7.12503 1.81661
H 0.83847 -6.12447 -2.39819
H -0.63967 -8.03387 -2.92061
*
```


(11)
Formula: C2H5N
Source: the OMol25 dataset
Level of theory: ωB97M-V/def2-TZVPD

## Properties
Highest occupied orbital energy in eV: -9.1
Calculated total energy in hartree: -133.83120
Kohn-Sham gap in eV: 10.0
LUMO level in eV: 0.890

```
! wB97M-V def2-TZVPD RIJCOSX def2/J DEFGRID3
* xyz 0 1
C -1.02669 0.34659 0.00100
C 0.63010 -0.45500 -0.02721
N 1.34891 0.51093 -0.02267
H 2.47309 -0.22457 0.04385
H 0.53261 -1.53778 -0.01135
H -1.50944 -0.03650 -0.89406
H -1.47805 -0.03277 0.91369
H -0.97051 1.42910 -0.00325
*
```


(12)
Formula: C2F5NO4PdS2
Source: the OMol25 dataset
Level of theory: ωB97M-V/def2-TZVPD

## Properties
Highest occupied orbital energy (alpha / beta) in eV: -9.9 / -10.9
Calculated total energy in hartree: -1855.18477
Kohn-Sham gap (alpha / beta) in eV: 8.1 / 8.3
<S²>: 2.01
LUMO level (alpha / beta) in eV: -1.804 / -2.647

```
! wB97M-V def2-TZVPD RIJCOSX def2/J DEFGRID3
* xyz 0 3
Pd -0.51342 -0.05663 2.43047
F -2.22402 1.33533 2.42134
N -0.20236 -0.84914 -0.73824
S -1.18834 -1.36462 0.45918
O -2.02145 -2.43907 -0.06247
O -0.36408 -1.74386 1.66495
C -1.95797 0.23118 1.11204
F -3.25398 0.10482 0.73179
S 0.49730 0.53496 -0.52642
O -0.02177 1.11406 0.82248
O 0.40399 1.44448 -1.64982
C 2.32122 0.22344 -0.28538
F 2.54760 -0.31401 0.89101
F 2.71200 -0.60969 -1.22816
F 2.96437 1.36666 -0.39265
*
```